(a)
Formula: CH3FINS
Source: the OMol25 dataset
Level of theory: the ωB97M-V functional and the def2-TZVPD basis

Last columns: bonded neighbours and bond lengths (Å).
Positions of all 8 atoms, in Å:
1 C -1.4326 -0.4532 -0.4312  N2 1.296, H4 1.083, H5 1.162
2 N -0.9644 -1.3341 0.3963  C1 1.296, F3 1.473
3 F -0.4600 -0.9143 1.7150  N2 1.473
4 H -1.5037 0.5909 -0.1517  C1 1.083
5 H -2.0172 -1.0059 -1.2694  C1 1.162
6 S 1.3913 1.3007 -0.5597  I7 2.474, H8 1.343
7 I 3.3488 -0.1825 -0.2608  S6 2.474
8 H 1.6378 1.9984 0.5615  S6 1.343

Output
SMILES string: C=NF.SI
LUMO level (eV): -1.2
Highest occupied orbital energy (Eh): -0.339
Charge: 0
Orbital gap (Ha): 0.29275



(b)
Formula: CH3FINS
Source: the OMol25 dataset
Level of theory: the ωB97M-V functional and the def2-TZVPD basis

Last columns: bonded neighbours and bond lengths (Å).
Positions of all 8 atoms, in Å:
1 C -0.0991 -0.3730 0.0700  N2 1.421, H6 1.072, H7 1.013, H8 1.101
2 N -1.0540 -0.9322 0.9623  C1 1.421, S4 1.656
3 F -2.5743 -2.0694 -1.0430  S4 1.693
4 S -2.5678 -1.4489 0.5326  N2 1.656, F3 1.693, I5 2.403
5 I -3.7620 0.5837 0.0647  S4 2.403
6 H 0.8846 -0.1784 0.4500  C1 1.072
7 H -0.3979 0.4896 -0.3695  C1 1.013
8 H 0.0147 -1.2289 -0.6126  C1 1.101

Output
LUMO level (alpha / beta) (eV): -0.9 / -0.9
Highest occupied orbital energy (alpha / beta) (Eh): -0.334 / -0.334
Charge: 0
Orbital gap (alpha / beta) (Ha): 0.30159 / 0.30156



(c)
Formula: CH3FINS
Source: the OMol25 dataset
Level of theory: the ωB97M-V functional and the def2-TZVPD basis

Last columns: bonded neighbours and bond lengths (Å).
Positions of all 8 atoms, in Å:
1 C -1.1005 -0.3752 0.1333  N2 1.401, H6 1.018, H7 1.128, H8 1.037
2 N -0.2086 0.5788 0.6412  C1 1.401, S4 1.464
3 F 1.6035 1.6582 -1.0092  S4 1.738
4 S 1.2074 0.9310 0.5186  N2 1.464, F3 1.738, I5 2.466
5 I 2.6327 -0.9803 -0.1116  S4 2.466
6 H -1.7590 -0.6165 0.8712  C1 1.018
7 H -0.7347 -1.2854 -0.4227  C1 1.128
8 H -1.6408 0.0893 -0.6207  C1 1.037

Output
LUMO level (eV): -0.8
Highest occupied orbital energy (Eh): -0.364
Charge: 0
Orbital gap (Ha): 0.33605



Quick one: most stable of them? (c)



(a)
Formula: C5H8O4
Source: the OMol25 dataset
Level of theory: the ωB97M-V functional and the def2-TZVPD basis

Last columns: bonded neighbours and bond lengths (Å).
Positions of all 17 atoms, in Å:
1 C 1.7145 0.3170 2.1835  C2 1.548, C3 1.537, H6 1.093, H7 1.089
2 C 2.0828 -0.5609 0.9629  C1 1.548, H8 1.090, H9 1.096, H10 1.086
3 C 0.3270 0.1702 2.8290  C1 1.537, O4 1.260, O5 1.254
4 O -0.3497 1.2335 2.8268  C3 1.260
5 O -0.0008 -0.8958 3.4023  C3 1.254
6 H 2.4786 0.2939 2.9652  C1 1.093
7 H 1.7394 1.3448 1.8256  C1 1.089
8 H 1.4298 -1.4306 1.0343  C2 1.090
9 H 3.1373 -0.8550 1.0134  C2 1.096
10 H 2.0148 -0.0814 -0.0097  C2 1.086
11 C -0.2952 -0.8339 -2.1845  C12 1.598, H15 1.092, H16 1.082, H17 1.088
12 C -1.1847 0.0341 -3.1892  C11 1.598, O13 1.246, O14 1.252
13 O -2.3392 0.3108 -2.8106  C12 1.246
14 O -0.5915 0.3714 -4.2393  C12 1.252
15 H 0.2319 -1.4682 -2.9007  C11 1.092
16 H -0.9695 -1.2542 -1.4505  C11 1.082
17 H 0.4434 -0.1304 -1.8057  C11 1.088

Output
LUMO level (eV): 6.4
Highest occupied orbital energy (Eh): -0.054
Charge: -2
Orbital gap (Ha): 0.29019



(b)
Formula: C5H8O4
Source: the OMol25 dataset
Level of theory: the ωB97M-V functional and the def2-TZVPD basis

Last columns: bonded neighbours and bond lengths (Å).
Positions of all 17 atoms, in Å:
1 C 0.0011 -2.3550 1.2709  C2 1.557, H5 1.096, H6 1.089, H7 1.095
2 C 1.0795 -1.8550 2.2771  C1 1.557, O3 1.254, O4 1.247
3 O 0.5771 -1.4310 3.3447  C2 1.254
4 O 2.2796 -1.9553 1.9534  C2 1.247
5 H 0.3689 -2.7880 0.3336  C1 1.096
6 H -0.7257 -1.5926 0.9954  C1 1.089
7 H -0.5875 -3.1167 1.7935  C1 1.095
8 C -0.1049 0.9110 -1.2685  C9 1.521, C10 1.570, H13 1.092, H14 1.094
9 C -0.9022 -0.3371 -1.6135  C8 1.521, H15 1.095, H16 1.093, H17 1.089
10 C -0.7988 2.2313 -1.7584  C8 1.570, O11 1.252, O12 1.252
11 O -0.8840 3.1585 -0.9215  C10 1.252
12 O -1.0905 2.2594 -2.9759  C10 1.252
13 H 0.2185 0.9005 -0.2258  C8 1.092
14 H 0.8608 0.9918 -1.7771  C8 1.094
15 H -0.3114 -1.1420 -2.0638  C9 1.095
16 H -1.6124 -0.0802 -2.4033  C9 1.093
17 H -1.5580 -0.7054 -0.8263  C9 1.089

Output
LUMO level (eV): 6.5
Highest occupied orbital energy (Eh): -0.054
Charge: -2
Orbital gap (Ha): 0.29458



Quick one: most stable of them? (b)